A single C3H8FNO molecule in a non-equilibrium geometry, computed with the ωB97M-V functional and the def2-TZVPD basis.

The geometry in XYZ format:
```
14
Properties=species:S:1:pos:R:3:forces:R:3
C -0.6328 0.8528 0.4188 -1.2193 1.3945 3.0598
C 0.4615 -0.1512 0.4182 -0.0621 0.9513 0.9865
C 1.0856 -0.2276 -0.9390 1.3767 -0.4278 -0.4616
H -1.9339 0.5638 -0.9786 -0.7765 -0.6041 -0.5435
H -1.9741 -0.6295 0.1808 -0.1164 -0.7383 -0.0730
H -0.3540 1.7837 -0.0987 -0.1706 -0.4127 -0.0392
H -0.8047 1.1740 1.5142 0.6431 -0.3568 -1.3727
H 1.1912 0.3364 1.0740 0.4721 -0.5007 0.0064
H 0.7577 -1.8306 1.1771 -0.6282 -0.4899 0.2758
H 0.5227 -0.7825 -1.6843 -0.2337 0.0042 -0.0099
H 1.3180 0.8073 -1.3168 -0.2711 -1.0003 0.4476
N -1.9088 0.3472 0.0009 -0.1326 1.3068 -1.0126
O -0.0708 -1.3349 1.0707 1.8557 0.5213 -1.2086
F 2.3423 -0.9090 -0.8376 -0.7370 0.3524 -0.0550
```
Forces are in eV/Å.

Properties
**Calculated total energy**: -9494.97083 eV
**ΔE to the lowest compared entry with this formula, charge and spin**: 28.88 kcal per mole
**E_HOMO**: -0.34443 Ha
**Multiplicity**: 1
**E_LUMO**: 0.856 eV
**HOMO-LUMO gap**: 10.23 eV
**SMILES**: NC[C@@H](O)CF